A molecular structure, C37H48CoN8O3PSi. Source: the OMol25 dataset; level of theory: ωB97M-V/def2-TZVPD.

relative energy (zero: lowest compared OMol25 entry of this formula, charge and spin) = 5.608 eV
expectation value of S² = 3.969
HOMO energy (alpha / beta) = -6.26 / -8.16 eV
net charge = +1
gap between HOMO and LUMO (alpha / beta) = 0.13528 / 0.20648 Ha
spin multiplicity = 4

CARTESIAN COORDINATES (ANGSTROEM)
Co (0.71, 0.16, -0.26)
N (0.52, 2.27, 0.27)
C (-0.21, 2.62, -0.96)
C (0.07, 4.03, -1.49)
C (1.20, 4.11, -2.52)
C (0.83, 3.61, -3.93)
N (0.63, 2.18, -4.04)
C (1.62, 1.26, -3.86)
N (2.91, 1.53, -4.21)
N (1.26, 0.00, -3.40)
C (-1.70, 2.43, -0.72)
O (-2.55, 3.23, -1.03)
O (-1.99, 1.28, -0.12)
H (0.04, 2.64, 1.09)
H (1.43, 2.73, 0.26)
H (0.07, 1.87, -1.71)
H (0.33, 4.67, -0.65)
H (-0.86, 4.43, -1.91)
H (2.07, 3.56, -2.16)
H (1.48, 5.16, -2.63)
H (1.62, 3.90, -4.63)
H (-0.10, 4.09, -4.26)
H (-0.29, 1.86, -3.75)
H (3.19, 2.50, -4.21)
H (3.61, 0.92, -3.80)
H (0.42, -0.37, -3.86)
H (2.01, -0.67, -3.45)
C (11.52, -8.25, -1.71)
O (11.08, -7.18, -2.52)
C (9.84, -6.67, -2.30)
C (9.50, -5.53, -3.04)
C (8.31, -4.89, -2.82)
C (7.41, -5.37, -1.85)
C (7.72, -6.56, -1.19)
C (8.92, -7.20, -1.41)
C (6.27, -4.57, -1.50)
N (6.01, -3.36, -1.96)
C (4.93, -2.91, -1.27)
C (4.50, -3.88, -0.36)
N (5.37, -4.93, -0.51)
C (3.49, -3.64, 0.58)
C (3.25, -4.48, 1.69)
C (2.51, -3.98, 2.76)
C (1.81, -2.82, 2.62)
N (1.78, -2.13, 1.39)
C (2.81, -2.39, 0.46)
C (3.24, -1.38, -0.41)
N (2.68, -0.13, -0.35)
C (3.34, 0.88, -0.92)
C (4.48, 0.73, -1.70)
C (4.96, -0.55, -1.94)
C (4.37, -1.62, -1.26)
H (12.56, -8.41, -1.99)
H (10.95, -9.16, -1.91)
H (11.46, -7.99, -0.65)
H (10.21, -5.16, -3.76)
H (8.05, -4.00, -3.37)
H (7.02, -6.99, -0.49)
H (9.12, -8.11, -0.86)
H (5.37, -5.79, 0.00)
H (3.76, -5.42, 1.77)
H (2.49, -4.51, 3.70)
H (1.26, -2.35, 3.42)
H (2.98, 1.87, -0.71)
H (4.99, 1.60, -2.09)
H (5.84, -0.76, -2.54)
C (-3.68, -0.61, 1.17)
Si (-3.66, 1.08, 0.29)
C (-4.18, 2.42, 1.53)
C (-4.67, 1.12, -1.30)
C (-4.18, 0.65, -2.51)
C (-4.92, 0.73, -3.67)
C (-6.18, 1.29, -3.65)
C (-6.70, 1.76, -2.45)
C (-5.95, 1.68, -1.29)
H (-4.71, -0.95, 1.22)
H (-3.33, -0.54, 2.20)
H (-3.09, -1.37, 0.67)
H (-5.14, 2.16, 1.96)
H (-4.28, 3.39, 1.07)
H (-3.48, 2.51, 2.36)
H (-3.18, 0.22, -2.54)
H (-4.51, 0.35, -4.60)
H (-6.77, 1.37, -4.55)
H (-7.68, 2.21, -2.42)
H (-6.36, 2.05, -0.37)
C (-0.76, -3.23, 1.37)
P (0.21, -1.71, 0.95)
C (-0.23, -1.71, -0.86)
C (-0.42, -0.48, 2.16)
H (-1.80, -3.12, 1.07)
H (-0.72, -3.44, 2.43)
H (-0.34, -4.08, 0.84)
H (0.25, -0.88, -1.43)
H (-1.32, -1.61, -0.93)
H (0.10, -2.65, -1.29)
H (-0.94, -0.98, 2.97)
H (-1.09, 0.19, 1.64)
H (0.43, 0.08, 2.53)

***

A molecular structure, C37H50AgBrF6N2O2PSSi. Source: the OMol25 dataset; level of theory: ωB97M-V/def2-TZVPD.

expectation value of S² = 0.755
HOMO energy (alpha / beta) = -1.29 / -2.05 eV
net charge = -2
gap between HOMO and LUMO (alpha / beta) = 0.18081 / 0.20864 Ha
spin multiplicity = 2

CARTESIAN COORDINATES (ANGSTROEM)
Ag (0.03, 0.65, -0.11)
O (-3.29, 2.06, 1.42)
S (-2.99, 1.00, 0.48)
O (-2.56, 1.38, -0.84)
N (-1.97, -0.09, 0.97)
C (-1.98, -0.56, 2.27)
C (-2.97, -0.39, 3.21)
C (-2.86, -0.94, 4.50)
C (-1.77, -1.66, 4.88)
C (-0.73, -1.87, 3.95)
C (0.46, -2.57, 4.27)
C (1.44, -2.72, 3.34)
C (1.23, -2.15, 2.06)
N (0.15, -1.51, 1.72)
C (-0.83, -1.34, 2.65)
C (-4.55, 0.15, 0.22)
C (-5.74, 0.66, 0.69)
C (-6.93, -0.02, 0.46)
C (-6.92, -1.22, -0.24)
C (-5.71, -1.74, -0.70)
C (-4.53, -1.06, -0.48)
H (-3.84, 0.22, 2.99)
H (-3.67, -0.75, 5.21)
H (-1.67, -2.07, 5.89)
H (0.57, -2.97, 5.27)
H (2.37, -3.23, 3.56)
H (2.00, -2.23, 1.29)
H (-5.72, 1.60, 1.24)
H (-7.86, 0.39, 0.83)
H (-7.84, -1.75, -0.41)
H (-5.70, -2.68, -1.24)
H (-3.58, -1.45, -0.82)
C (-3.71, -4.12, -3.21)
C (-2.45, -4.88, -2.78)
C (-2.63, -5.18, -1.28)
C (-2.43, -6.22, -3.53)
Si (-0.87, -3.82, -3.11)
Br (-0.79, -2.28, -1.56)
C (-0.96, -2.89, -4.79)
C (0.41, -2.26, -5.11)
C (-1.95, -1.72, -4.75)
C (-1.34, -3.80, -5.97)
C (0.76, -4.84, -2.90)
C (1.08, -5.73, -4.11)
C (0.66, -5.75, -1.66)
C (1.99, -3.94, -2.65)
H (-4.59, -4.69, -2.89)
H (-3.78, -3.99, -4.29)
H (-3.77, -3.14, -2.74)
H (-3.56, -5.75, -1.15)
H (-2.70, -4.27, -0.69)
H (-1.82, -5.78, -0.86)
H (-3.38, -6.74, -3.37)
H (-1.63, -6.88, -3.18)
H (-2.31, -6.10, -4.61)
H (0.77, -1.63, -4.30)
H (0.30, -1.62, -6.00)
H (1.17, -3.00, -5.34)
H (-1.70, -1.00, -3.97)
H (-2.98, -2.03, -4.59)
H (-1.92, -1.20, -5.71)
H (-0.67, -4.65, -6.08)
H (-1.30, -3.22, -6.90)
H (-2.36, -4.18, -5.88)
H (0.28, -6.42, -4.36)
H (1.97, -6.33, -3.90)
H (1.30, -5.14, -5.00)
H (-0.08, -6.54, -1.78)
H (0.41, -5.18, -0.76)
H (1.63, -6.23, -1.50)
H (2.25, -3.31, -3.50)
H (2.85, -4.59, -2.46)
H (1.86, -3.29, -1.79)
C (2.70, 2.39, -1.97)
C (3.06, 1.01, -1.38)
C (3.73, 1.25, -0.02)
C (1.79, 0.21, -1.18)
C (3.97, 0.30, -2.37)
C (5.31, 0.01, -2.12)
C (6.09, -0.67, -3.05)
C (5.55, -1.08, -4.26)
C (4.21, -0.79, -4.53)
C (3.44, -0.12, -3.59)
H (2.01, 2.89, -1.30)
H (2.21, 2.29, -2.94)
H (3.59, 3.02, -2.09)
H (3.01, 1.72, 0.66)
H (4.60, 1.91, -0.10)
H (4.04, 0.31, 0.44)
H (1.97, -0.87, -1.32)
H (5.76, 0.30, -1.18)
H (7.13, -0.89, -2.82)
H (6.15, -1.61, -4.98)
H (3.76, -1.11, -5.46)
H (2.40, 0.08, -3.79)
F (0.54, 1.54, 2.90)
P (1.45, 2.68, 3.61)
F (1.09, 2.07, 5.07)
F (0.17, 3.67, 3.71)
F (2.38, 3.81, 4.32)
F (2.74, 1.69, 3.52)
F (1.82, 3.29, 2.15)

***

A molecular structure, C37H50BBrFeN7O5S. Source: the OMol25 dataset; level of theory: ωB97M-V/def2-TZVPD.

expectation value of S² = 6.007
HOMO energy = -5.40 eV
net charge = -1
gap between HOMO and LUMO = 0.26257 Ha
spin multiplicity = 5

CARTESIAN COORDINATES (ANGSTROEM)
Fe (-21.37, -6.64, -1.88)
C (-21.01, -1.61, 0.24)
C (-21.05, -2.55, -0.94)
C (-21.04, -2.21, -2.28)
C (-20.95, -3.43, -2.96)
N (-20.95, -4.43, -2.05)
N (-21.03, -3.88, -0.83)
B (-20.96, -4.72, 0.53)
N (-22.29, -5.53, 0.73)
N (-22.44, -6.73, 0.16)
C (-23.51, -7.32, 0.70)
C (-24.12, -6.46, 1.60)
C (-23.31, -5.34, 1.63)
C (-23.41, -4.15, 2.51)
C (-23.93, -8.79, 0.46)
C (-23.05, -9.45, -0.58)
C (-23.72, -9.58, 1.82)
C (-25.40, -8.99, 0.06)
N (-19.76, -5.72, 0.46)
N (-19.63, -6.59, -0.60)
C (-18.58, -7.38, -0.32)
C (-18.00, -6.98, 0.86)
C (-18.76, -5.94, 1.33)
C (-18.48, -5.16, 2.55)
C (-18.07, -8.46, -1.25)
C (-19.08, -8.84, -2.29)
C (-16.72, -7.99, -1.91)
C (-17.71, -9.72, -0.43)
C (-20.83, -3.53, -4.47)
C (-20.13, -2.25, -4.98)
C (-22.18, -3.67, -5.08)
C (-19.97, -4.75, -4.84)
H (-21.13, -0.58, -0.16)
H (-20.04, -1.64, 0.80)
H (-21.77, -1.83, 1.01)
H (-21.05, -1.22, -2.65)
H (-20.73, -3.97, 1.43)
H (-24.96, -6.69, 2.27)
H (-24.05, -4.35, 3.36)
H (-23.77, -3.25, 2.02)
H (-22.43, -3.90, 2.94)
H (-22.00, -9.23, -0.38)
H (-23.26, -9.11, -1.60)
H (-23.17, -10.55, -0.62)
H (-22.76, -9.42, 2.28)
H (-23.84, -10.65, 1.54)
H (-24.51, -9.35, 2.52)
H (-25.60, -8.55, -0.90)
H (-26.06, -8.47, 0.73)
H (-25.69, -10.06, 0.07)
H (-17.11, -7.38, 1.30)
H (-17.67, -5.73, 3.11)
H (-19.32, -5.02, 3.20)
H (-18.12, -4.14, 2.34)
H (-19.33, -8.04, -2.98)
H (-19.99, -9.27, -1.84)
H (-18.74, -9.65, -2.95)
H (-16.78, -7.02, -2.39)
H (-16.43, -8.71, -2.67)
H (-15.93, -7.91, -1.13)
H (-18.63, -10.17, -0.03)
H (-17.00, -9.50, 0.37)
H (-17.23, -10.48, -0.98)
H (-20.74, -1.39, -4.80)
H (-19.94, -2.28, -6.07)
H (-19.16, -2.15, -4.49)
H (-22.90, -2.87, -4.82)
H (-22.70, -4.59, -4.80)
H (-22.12, -3.79, -6.15)
H (-18.98, -4.67, -4.42)
H (-19.91, -4.88, -5.87)
H (-20.45, -5.67, -4.49)
Br (-27.03, -1.63, 0.09)
C (-26.27, -3.05, -0.85)
C (-27.04, -4.21, -0.96)
C (-26.48, -5.32, -1.60)
C (-25.15, -5.19, -2.01)
C (-24.44, -4.01, -1.90)
C (-24.99, -2.90, -1.33)
C (-24.35, -6.34, -2.52)
O (-24.89, -7.44, -2.61)
O (-23.16, -6.06, -2.84)
H (-28.06, -4.29, -0.55)
H (-26.97, -6.26, -1.81)
H (-23.43, -4.02, -2.25)
H (-24.45, -1.98, -1.25)
N (-22.02, -8.07, -3.69)
C (-21.31, -9.08, -4.37)
C (-20.46, -8.71, -5.39)
C (-19.69, -9.63, -6.03)
C (-19.83, -11.00, -5.70)
C (-20.67, -11.36, -4.67)
C (-21.40, -10.41, -4.00)
S (-18.88, -12.17, -6.70)
O (-19.54, -12.19, -7.98)
O (-17.52, -11.56, -6.74)
O (-19.05, -13.43, -5.95)
H (-22.32, -7.32, -4.30)
H (-22.91, -8.42, -3.30)
H (-20.37, -7.67, -5.67)
H (-18.97, -9.39, -6.81)
H (-20.78, -12.43, -4.47)
H (-22.02, -10.72, -3.17)

***

A molecular structure, C37H50ClN4O3P2S5Ti. Source: the OMol25 dataset; level of theory: ωB97M-V/def2-TZVPD.

relative energy (zero: lowest compared OMol25 entry of this formula, charge and spin) = 0.777 eV
HOMO energy = -4.38 eV
net charge = -1
gap between HOMO and LUMO = 0.23636 Ha

CARTESIAN COORDINATES (ANGSTROEM)
Ti (-1.31, -0.15, -0.77)
C (3.05, 2.87, 3.23)
C (2.76, 2.52, 1.77)
C (3.53, 3.47, 0.86)
P (0.98, 2.39, 1.17)
C (0.28, 4.07, 1.61)
C (-0.19, 4.46, 3.01)
C (-0.80, 4.46, 0.60)
C (0.35, 1.06, 2.28)
C (0.02, 1.29, 3.62)
C (-0.38, 0.29, 4.49)
C (-0.79, 0.61, 5.90)
C (-0.39, -1.01, 4.01)
C (-0.08, -1.27, 2.69)
C (0.25, -0.26, 1.79)
N (0.37, -0.52, 0.39)
C (1.29, -1.47, -0.05)
C (2.01, -2.32, 0.80)
C (2.82, -3.33, 0.29)
C (2.98, -3.53, -1.07)
C (3.79, -4.67, -1.63)
C (2.39, -2.59, -1.91)
C (1.58, -1.57, -1.43)
P (1.10, -0.08, -2.37)
C (2.78, 0.76, -2.35)
C (3.30, 0.88, -0.92)
C (3.85, 0.11, -3.23)
C (0.89, -0.39, -4.20)
C (1.08, 0.96, -4.91)
C (-0.48, -0.94, -4.59)
H (4.13, 2.78, 3.43)
H (2.78, 3.91, 3.44)
H (2.53, 2.22, 3.93)
H (3.14, 1.51, 1.60)
H (3.35, 4.51, 1.13)
H (4.61, 3.31, 0.95)
H (3.25, 3.35, -0.19)
H (1.16, 4.69, 1.38)
H (-1.11, 3.93, 3.27)
H (0.55, 4.28, 3.79)
H (-0.42, 5.53, 3.02)
H (-1.74, 3.95, 0.81)
H (-0.99, 5.54, 0.65)
H (-0.52, 4.21, -0.42)
H (0.04, 2.30, 3.99)
H (-0.78, 1.68, 6.08)
H (-1.79, 0.24, 6.11)
H (-0.11, 0.14, 6.63)
H (-0.68, -1.84, 4.65)
H (-0.14, -2.28, 2.33)
H (1.94, -2.21, 1.87)
H (3.32, -3.99, 0.99)
H (4.14, -5.32, -0.83)
H (3.20, -5.27, -2.32)
H (4.67, -4.31, -2.18)
H (2.57, -2.65, -2.98)
H (2.58, 1.77, -2.73)
H (3.70, -0.08, -0.57)
H (4.10, 1.62, -0.87)
H (2.51, 1.18, -0.24)
H (4.09, -0.89, -2.87)
H (3.59, 0.05, -4.28)
H (4.77, 0.70, -3.15)
H (1.67, -1.08, -4.53)
H (0.40, 1.71, -4.50)
H (2.09, 1.35, -4.84)
H (0.84, 0.84, -5.97)
H (-1.29, -0.38, -4.11)
H (-0.60, -0.84, -5.67)
H (-0.59, -1.98, -4.34)
O (-5.73, 4.50, -3.73)
C (-4.97, 3.66, -3.29)
S (-3.24, 3.93, -3.05)
C (-2.87, 2.33, -2.43)
C (-3.89, 1.46, -2.32)
S (-3.68, -0.19, -1.83)
S (-5.47, 2.04, -2.80)
S (-1.22, 1.88, -2.14)
Cl (-0.80, -5.49, -2.30)
C (-0.88, -3.82, -2.91)
C (-1.77, -2.91, -2.06)
O (-2.92, -3.19, -1.85)
O (-1.17, -1.78, -1.73)
H (-1.31, -3.89, -3.91)
H (0.14, -3.45, -2.96)
S (-3.72, 2.01, 2.69)
C (-2.80, 1.44, 1.51)
N (-2.17, 1.00, 0.61)
C (-5.83, -1.90, 2.27)
C (-4.46, -2.19, 1.78)
C (-3.63, -3.29, 1.92)
C (-2.46, -2.97, 1.22)
N (-2.55, -1.76, 0.69)
N (-3.77, -1.31, 1.05)
C (-1.30, -3.88, 0.99)
H (-6.21, -2.73, 2.85)
H (-6.51, -1.72, 1.44)
H (-5.83, -1.01, 2.90)
H (-3.85, -4.20, 2.46)
H (-4.10, -0.46, 0.63)
H (-1.65, -4.77, 0.46)
H (-0.85, -4.21, 1.93)
H (-0.53, -3.41, 0.38)

***

Number 1: maximum force 0.0419 Eh/bohr. Number 2: maximum force 0.0122 Eh/bohr. Number 3: maximum force 0.0422 Eh/bohr. Number 4: maximum force 0.0211 Eh/bohr.